This record from the OMol25 dataset describes one molecule with the formula C4H6O4 at a distorted geometry. The level of theory is wB97M-V/def2-TZVPD.

Orbital gap ... 10.77 eV
Energy above the lowest of the compared OMol25 structures with the same formula, charge and spin ... 229.54 kJ/mol
M ... 118.09 g mol⁻¹
HOMO level ... -10.2 eV
SMILES ... O=C(O)[C@@H]1OC[C@H]1O

Structure (ORCA input):
```
! RIJCOSX wB97M-V def2-TZVPD def2/J DEFGRID3
* xyz 0 1
C 1.39706 1.13223 -0.23962
C -1.40010 -0.26593 0.04618
H 0.99697 1.84945 -1.02745
H 0.03758 -0.87969 1.40059
O -1.76886 0.88013 -0.54814
H 0.80369 -0.54621 -1.52942
H -2.79025 0.94153 -0.70764
O 0.42433 1.10491 0.90572
C 0.01795 -0.20320 0.55052
H 2.31962 1.48566 0.08632
O 2.20077 -1.18998 -0.24515
H 2.28737 -1.36511 0.69633
O -2.15130 -1.22628 0.13761
C 1.10268 -0.33576 -0.51026
*
```